No. 1
Molecular formula: C7H12O2
Method: DFT, ωB97M-V/def2-TZVPD

ORCA input file:
```
! RIJCOSX wB97M-V def2-TZVPD def2/J DEFGRID3
* xyz 0 1
C 0.17 0.51 1.92
C 0.37 1.87 -1.31
C -1.43 -1.55 -0.74
C 1.05 -0.14 -0.06
C 0.14 0.45 -0.87
C -1.24 -0.04 -0.86
C 2.13 -0.85 0.10
O 0.54 -0.55 2.70
O -1.04 0.79 1.77
H -0.24 -1.11 2.85
H -1.53 0.40 0.20
H 0.94 1.28 1.98
H -1.83 0.38 -1.67
H -0.18 2.09 -2.22
H 1.43 2.06 -1.47
H 0.02 2.56 -0.53
H 2.66 -1.29 -0.74
H 2.52 -1.07 1.08
H -0.91 -1.94 0.13
H -2.49 -1.79 -0.63
H -1.05 -2.06 -1.62
*
```

Properties
Energy relative to the best compared isomer or geometry (same formula, charge and spin): 233.4 kJ/mol
HOMO: -0.3314 Eh
Gap between HOMO and LUMO: 9.6 eV
SMILES: C=C=C(C)CC.O=CO

=====

No. 2
Molecular formula: C43H65NO19
Method: DFT, ωB97M-V/def2-TZVPD

ORCA input file:
```
! RIJCOSX wB97M-V def2-TZVPD def2/J DEFGRID3
* xyz 0 1
O -9.59 27.86 -24.69
C -9.06 26.77 -24.92
O -7.75 26.63 -25.15
C -7.37 25.37 -25.54
C -8.49 24.48 -24.95
C -9.70 25.40 -25.11
H -6.41 25.20 -25.03
H -7.13 25.33 -26.60
H -8.36 24.30 -23.88
H -8.53 23.52 -25.46
H -10.46 25.07 -24.40
H -10.19 25.50 -26.08
O 1.40 28.64 -28.87
C 0.80 27.59 -28.96
O -0.11 27.24 -28.01
C -0.72 26.03 -28.41
C 0.17 25.36 -29.44
C 0.91 26.61 -30.06
H -1.71 26.25 -28.80
H -0.76 25.34 -27.56
H -0.53 24.98 -30.18
H 0.90 24.69 -29.00
H 0.43 26.95 -30.98
H 1.95 26.52 -30.37
O -1.96 35.66 -24.98
C -2.71 34.74 -25.09
O -3.89 34.67 -24.42
C -4.55 33.41 -24.71
C -3.96 33.17 -26.14
C -2.49 33.58 -25.98
H -5.64 33.48 -24.75
H -4.19 32.71 -23.96
H -4.45 33.79 -26.89
H -4.03 32.13 -26.46
H -2.04 33.72 -26.97
H -1.92 32.88 -25.37
O 3.52 19.77 -37.43
C 2.86 20.38 -36.64
O 2.72 21.71 -36.73
C 1.78 22.20 -35.74
C 1.83 21.11 -34.67
C 1.98 19.85 -35.50
H 0.82 22.33 -36.24
H 1.99 23.20 -35.36
H 0.90 21.06 -34.11
H 2.54 21.34 -33.87
H 1.05 19.55 -35.99
H 2.44 19.00 -34.99
O 4.69 29.75 -21.79
C 4.66 28.64 -22.31
O 5.64 27.71 -22.10
C 5.39 26.50 -22.75
C 3.92 26.57 -23.19
C 3.64 28.04 -23.29
H 5.59 25.64 -22.12
H 6.05 26.37 -23.61
H 3.17 26.17 -22.51
H 3.70 26.09 -24.14
H 2.60 28.31 -23.08
H 4.02 28.52 -24.19
O 7.63 25.79 -30.94
C 8.24 26.81 -30.51
O 7.68 27.59 -29.73
C 8.45 28.77 -29.53
C 9.56 28.74 -30.54
C 9.63 27.27 -30.89
H 8.86 28.61 -28.53
H 7.74 29.60 -29.59
H 10.49 29.07 -30.08
H 9.37 29.35 -31.42
H 10.42 26.72 -30.37
H 9.85 27.18 -31.96
O 6.56 37.90 -24.06
C 6.08 37.39 -25.04
O 6.13 38.04 -26.18
C 5.57 37.31 -27.23
C 5.21 35.91 -26.67
C 5.32 36.09 -25.21
H 6.13 37.26 -28.16
H 4.61 37.76 -27.47
H 5.97 35.21 -27.04
H 4.22 35.62 -27.03
H 5.86 35.24 -24.78
H 4.30 36.10 -24.84
O 2.82 18.86 -27.34
C 2.36 18.58 -26.25
O 1.32 19.26 -25.83
C 0.82 18.70 -24.67
C 1.92 17.90 -24.06
C 2.83 17.53 -25.22
H -0.12 18.26 -24.99
H 0.63 19.52 -23.98
H 1.57 17.06 -23.45
H 2.45 18.52 -23.34
H 2.57 16.50 -25.46
H 3.91 17.58 -25.07
O -3.99 20.08 -29.05
C -3.82 19.36 -30.03
O -3.97 19.75 -31.33
C -3.71 18.73 -32.32
C -3.05 17.58 -31.48
C -3.50 17.87 -29.97
H -3.05 19.10 -33.10
H -4.65 18.39 -32.74
H -1.96 17.60 -31.50
H -3.26 16.60 -31.88
H -2.66 17.61 -29.33
H -4.28 17.13 -29.78
N -2.36 29.62 -33.95
C -3.40 29.58 -33.08
C -4.20 28.49 -33.24
C -3.70 27.83 -34.40
C -2.57 28.54 -34.81
H -1.66 30.34 -34.04
H -3.43 30.33 -32.31
H -5.06 28.20 -32.66
H -4.09 26.95 -34.88
H -1.95 28.46 -35.69
C 5.49 30.81 -34.68
C 4.74 32.01 -34.23
O 3.58 32.23 -34.61
C 5.62 33.00 -33.49
H 6.04 30.34 -33.87
H 6.20 30.91 -35.50
H 4.85 30.04 -35.11
H 6.21 32.54 -32.70
H 5.07 33.84 -33.05
H 6.30 33.44 -34.22
*
```

Properties
HOMO: -0.3059 Eh
Gap between HOMO and LUMO: 8.3 eV
SMILES: c1cc[nH]c1.O=C1CCCO1.O=C1CCCO1.O=C1CCCO1.O=C1CCCO1.O=C1CCCO1.O=C1CCCO1.O=C1CCCO1.O=C1CCCO1.O=C1CCCO1.CC(C)=O

=====

No. 3
Molecular formula: C3H7N3O2
Method: DFT, ωB97M-V/def2-TZVPD

ORCA input file:
```
! RIJCOSX wB97M-V def2-TZVPD def2/J DEFGRID3
* xyz 0 1
C -0.17 -0.72 0.90
N 0.07 0.33 -0.03
C -0.22 -0.43 2.32
N -0.96 1.15 -0.48
C 0.77 -0.31 -2.25
O 0.22 0.82 2.70
N 0.91 -0.30 -0.97
O -0.60 -1.21 3.16
H 0.41 1.34 1.91
H -1.65 0.65 -1.03
H -0.60 1.95 -0.99
H 1.14 -1.13 -0.25
H -0.79 -1.54 0.56
H 0.02 0.30 -2.74
H 1.47 -0.90 -2.83
*
```

Properties
Energy relative to the best compared isomer or geometry (same formula, charge and spin): 590.6 kJ/mol
HOMO (spin up / spin down): -0.2906 / -0.2906 Eh
Gap between HOMO and LUMO (spin up / spin down): 7.3 / 7.3 eV

=====

No. 4
Molecular formula: C28H77N7O7
Method: DFT, ωB97M-V/def2-TZVPD

ORCA input file:
```
! RIJCOSX wB97M-V def2-TZVPD def2/J DEFGRID3
* xyz 0 1
C -26.19 -27.92 43.81
C -26.47 -26.54 43.17
C -27.05 -25.49 44.01
O -28.30 -25.91 44.49
C -28.81 -25.24 45.62
N -25.17 -26.11 42.63
H -25.56 -27.81 44.60
H -25.63 -28.71 43.25
H -27.38 -28.51 44.12
H -27.04 -26.68 42.24
H -27.13 -24.69 43.50
H -26.52 -25.53 44.93
H -29.11 -24.21 45.44
H -27.92 -25.36 46.40
H -29.58 -25.54 45.86
H -25.06 -25.33 42.12
H -24.66 -26.80 42.05
C -21.10 -27.07 39.32
C -20.08 -26.47 40.20
C -20.55 -25.12 40.81
O -20.58 -24.08 39.88
C -21.10 -22.77 40.24
N -19.92 -27.35 41.38
H -20.84 -28.09 38.84
H -21.26 -26.50 38.42
H -21.98 -27.12 39.83
H -19.16 -26.33 39.62
H -20.04 -24.74 41.64
H -21.55 -25.45 41.36
H -20.90 -22.06 39.48
H -20.56 -22.35 41.07
H -22.08 -22.69 40.80
H -19.01 -27.13 41.90
H -19.77 -28.21 41.00
C -26.25 -31.74 48.19
C -25.03 -31.52 47.34
C -25.24 -31.18 45.74
O -26.25 -32.10 45.27
C -26.66 -31.85 43.89
N -24.34 -30.39 47.97
H -26.16 -32.17 49.19
H -26.84 -32.51 47.73
H -27.00 -30.88 48.06
H -24.38 -32.35 47.28
H -24.44 -31.25 45.15
H -25.30 -30.09 45.49
H -27.26 -31.02 43.86
H -27.18 -32.73 43.41
H -25.80 -31.66 43.11
H -24.81 -29.45 47.95
H -23.51 -30.12 47.35
C -16.81 -24.26 43.46
C -17.09 -25.62 44.03
C -18.36 -25.85 44.80
O -18.46 -24.86 45.94
C -19.66 -25.03 46.66
N -17.13 -26.58 42.92
H -16.83 -23.58 44.31
H -17.66 -23.75 42.99
H -15.90 -24.26 42.69
H -16.34 -26.01 44.77
H -18.33 -26.83 45.05
H -19.42 -25.82 44.10
H -19.76 -24.05 47.34
H -19.62 -26.02 47.19
H -20.52 -25.14 46.07
H -17.26 -27.59 43.24
H -16.31 -26.74 42.29
C -22.61 -23.42 43.50
C -23.39 -23.69 44.90
C -24.75 -22.97 44.94
O -24.56 -21.47 45.11
C -25.87 -20.75 45.15
N -23.67 -25.12 44.91
H -23.28 -23.45 42.66
H -21.87 -24.06 43.26
H -22.20 -22.34 43.64
H -22.60 -23.40 45.73
H -25.23 -23.25 45.73
H -25.34 -23.19 44.16
H -26.61 -20.87 44.39
H -25.81 -19.65 45.14
H -26.53 -20.73 46.15
H -22.82 -25.64 44.71
H -24.29 -25.41 44.24
C -17.67 -29.07 46.64
C -17.49 -30.40 47.34
C -17.15 -31.57 46.36
O -18.12 -31.73 45.36
C -18.21 -33.12 44.98
N -16.63 -30.14 48.47
H -18.20 -28.20 47.37
H -18.49 -29.25 45.88
H -16.77 -28.84 46.39
H -18.31 -30.88 47.82
H -16.95 -32.35 47.06
H -16.19 -31.57 45.76
H -18.25 -33.79 45.92
H -17.25 -33.37 44.33
H -18.79 -33.18 44.19
H -16.76 -31.07 49.00
H -15.76 -29.86 48.05
C -22.57 -29.24 43.10
C -22.29 -28.39 44.20
C -21.29 -28.81 45.24
O -21.90 -29.96 45.84
C -21.05 -30.72 46.68
N -21.82 -27.22 43.65
H -23.32 -29.06 42.51
H -22.77 -30.26 43.57
H -21.75 -29.27 42.36
H -23.18 -28.22 44.78
H -21.34 -28.15 45.96
H -20.41 -29.01 44.75
H -20.21 -31.14 46.27
H -21.64 -31.54 47.01
H -20.66 -30.25 47.57
H -22.58 -26.93 43.07
H -21.29 -27.19 42.99
*
```

Properties
Energy relative to the best compared isomer or geometry (same formula, charge and spin): 1629.0 kJ/mol
HOMO: -0.3009 Eh
Gap between HOMO and LUMO: 8.6 eV

=====

no.,E_tot (Ha)
1,-424.30712
2,-3161.72690
3,-433.09781
4,-2022.25096